Record 1
Molecular formula: H20O10Xe
Method: DFT, ωB97M-V/def2-TZVPD

Each line ends with the natural charge from an NBO analysis.
Element x y z (Å)
Xe  -5.59  10.38  -17.56  0.0023
O  -7.30  7.04  -19.29  -0.9819
H  -6.94  7.72  -19.85  0.5000
H  -7.62  6.37  -19.89  0.4642
O  -5.53  8.60  -20.74  -0.9945
H  -4.70  8.69  -20.28  0.4990
H  -5.81  9.50  -20.90  0.4852
O  -4.41  12.92  -20.54  -0.9620
H  -4.55  13.74  -21.01  0.4708
H  -5.05  12.31  -20.93  0.4926
O  -2.91  9.24  -19.56  -0.9653
H  -2.78  9.07  -18.62  0.5005
H  -2.53  8.48  -19.99  0.4679
O  -2.57  8.72  -16.63  -0.9552
H  -3.38  8.88  -16.15  0.4854
H  -2.41  7.78  -16.53  0.4803
O  -5.49  6.54  -16.32  -0.9610
H  -6.07  6.73  -17.05  0.4921
H  -5.73  5.65  -16.04  0.4680
O  -6.81  11.24  -21.18  -0.9812
H  -7.35  10.74  -21.79  0.4821
H  -7.29  11.20  -20.35  0.5090
O  -7.80  13.07  -16.43  -0.9625
H  -7.48  12.66  -15.62  0.4606
H  -7.04  13.51  -16.79  0.4938
O  -5.41  14.10  -17.97  -0.9680
H  -4.51  14.09  -17.66  0.4767
H  -5.45  13.42  -18.64  0.4936
O  -8.71  10.67  -19.01  -0.9618
H  -8.91  10.42  -18.11  0.4928
H  -9.54  11.00  -19.36  0.4763

Values from the calculation:
Energy above the lowest of the compared OMol25 structures with the same formula, charge and spin ... 0.00 kJ/mol
HOMO level ... -0.396 Ha
LUMO ... 0.32 eV
E ... -1093.76884 hartree
F_max ... 1.0 eV Å⁻¹

Record 2
Molecular formula: H21NO9
Method: DFT, ωB97M-V/def2-TZVPD

Each line ends with the natural charge from an NBO analysis.
Element x y z (Å)
N  2.56  -0.61  -0.41  -1.0930
H  1.61  -0.39  -0.69  0.3649
H  3.11  -0.38  -1.24  0.3814
H  2.54  -1.56  -0.18  0.3690
O  -0.12  -2.51  0.91  -0.9529
H  0.39  -2.22  0.31  0.4343
H  0.01  -1.93  1.68  0.5082
O  -1.25  -0.47  -2.55  -1.0110
H  -2.03  -1.07  -2.30  0.5134
H  -0.66  -0.58  -1.70  0.4827
O  1.74  2.54  1.74  -0.9491
H  0.83  2.97  1.87  0.4739
H  1.49  1.92  1.01  0.4780
O  -0.79  0.64  0.70  -0.9998
H  -0.60  1.22  1.43  0.4553
H  -1.68  0.91  0.34  0.5164
O  3.56  0.04  2.10  -0.9548
H  3.31  -0.35  1.31  0.4798
H  3.14  0.90  2.05  0.4742
O  -1.84  1.88  -3.30  -0.9365
H  -0.93  1.74  -3.33  0.4849
H  -2.28  0.97  -3.37  0.5059
O  -2.40  -2.26  -0.96  -0.9599
H  -1.66  -2.67  -0.53  0.4992
H  -2.92  -2.06  -0.22  0.4735
O  -2.62  1.79  -0.87  -0.9915
H  -2.42  1.87  -1.83  0.4959
H  -3.56  1.71  -0.99  0.4612
O  1.13  -1.05  2.96  -0.9486
H  1.83  -0.48  2.74  0.4889
H  0.51  -0.51  3.32  0.4564

Values from the calculation:
SMILES ... N.O.O.O.O.O.O.O.O.O
Energy above the lowest of the compared OMol25 structures with the same formula, charge and spin ... 224.50 kJ/mol
HOMO level ... -0.410 Ha
LUMO ... 0.02 eV
E ... -744.45652 hartree
F_max ... 9.7 eV Å⁻¹